{
  "formula": "C66H156N6O15",
  "method": "ωB97M-V/def2-TZVPD",
  "mol_weight_g_mol": 1274.00,
  "fmax_ev_per_a": 4.14,
  "energy_ev": -110613.6595,
  "e_homo_ev": -7.7,
  "lumo_ev": 0.285,
  "symbols": ["C", "C", "C", "C", "C", "C", "N", "O", "C", "C", "C", "H", "H", "H", "H", "H", "H", "H", "H", "H", "H", "H", "H", "H", "H", "H", "H", "H", "H", "H", "C", "C", "C", "C", "C", "C", "N", "O", "C", "C", "C", "H", "H", "H", "H", "H", "H", "H", "H", "H", "H", "H", "H", "H", "H", "H", "H", "H", "H", "H", "C", "C", "C", "C", "C", "C", "N", "O", "C", "C", "C", "H", "H", "H", "H", "H", "H", "H", "H", "H", "H", "H", "H", "H", "H", "H", "H", "H", "H", "H", "C", "C", "C", "C", "C", "C", "N", "O", "C", "C", "C", "H", "H", "H", "H", "H", "H", "H", "H", "H", "H", "H", "H", "H", "H", "H", "H", "H", "H", "H", "C", "C", "C", "C", "C", "C", "N", "O", "C", "C", "C", "H", "H", "H", "H", "H", "H", "H", "H", "H", "H", "H", "H", "H", "H", "H", "H", "H", "H", "H", "C", "C", "C", "C", "C", "C", "N", "O", "C", "C", "C", "H", "H", "H", "H", "H", "H", "H", "H", "H", "H", "H", "H", "H", "H", "H", "H", "H", "H", "H", "O", "H", "H", "O", "H", "H", "O", "H", "H", "O", "H", "H", "O", "H", "H", "C", "C", "C", "O", "H", "H", "H", "H", "H", "H", "H", "H", "C", "C", "C", "O", "H", "H", "H", "H", "H", "H", "H", "H", "C", "C", "C", "O", "H", "H", "H", "H", "H", "H", "H", "H", "C", "C", "C", "O", "H", "H", "H", "H", "H", "H", "H", "H"],
  "coordinates": [[-1.725077, 0.610817, 2.945049], [-2.592397, 0.604357, 4.231379], [-1.954877, -0.460953, 5.172269], [-0.644657, 0.050427, 5.920209], [-1.027087, 1.302977, 6.727059], [-1.639727, 2.458557, 5.779299], [-2.720307, 1.888187, 4.947369], [-3.294447, 2.850787, 4.180519], [-2.268877, 3.454327, 6.811319], [-0.503157, 3.185197, 5.026639], [-4.043527, 0.083887, 3.943939], [-1.537377, 1.658697, 2.710909], [-2.177847, 0.029787, 2.141619], [-0.764627, 0.109077, 3.062909], [-2.584237, -0.739873, 6.017379], [-1.568057, -1.333063, 4.645109], [0.130333, 0.395587, 5.235829], [-0.143737, -0.776423, 6.423689], [-0.211517, 1.752667, 7.293369], [-1.617257, 0.862587, 7.530719], [-3.031187, 2.895127, 7.353789], [-1.635477, 3.952977, 7.544969], [-2.899107, 4.250977, 6.416029], [0.421753, 2.610927, 5.080089], [-0.707457, 3.276847, 3.959889], [-0.104817, 4.099907, 5.465659], [-4.741037, 0.006347, 4.777939], [-3.957247, -0.859073, 3.404059], [-4.626817, 0.794047, 3.357819], [-4.228607, 2.927037, 4.388219], [7.464813, 1.243917, -0.167071], [6.414043, 0.166927, -0.438241], [5.250253, 0.975077, -1.156461], [4.163993, 0.032787, -1.528061], [4.641213, -1.114593, -2.426291], [5.994603, -1.808953, -1.952051], [6.955333, -0.779053, -1.441651], [8.250093, -1.326633, -1.263891], [5.651213, -2.951073, -0.914191], [6.523683, -2.499683, -3.276741], [6.003343, -0.349863, 0.977899], [7.149853, 2.125617, 0.391059], [7.810453, 1.704477, -1.092561], [8.283873, 0.722707, 0.328489], [4.956813, 1.801237, -0.508801], [5.538863, 1.469317, -2.084111], [3.311173, 0.556697, -1.959701], [3.674583, -0.427393, -0.669691], [4.599173, -0.701083, -3.433931], [3.811703, -1.816933, -2.344291], [6.530663, -2.958483, -0.270281], [4.769683, -2.794563, -0.292491], [5.459603, -3.970783, -1.248221], [6.355633, -1.834803, -4.123971], [7.588113, -2.721003, -3.198561], [6.082943, -3.393773, -3.717721], [6.842043, -0.681073, 1.590249], [5.249363, -1.137013, 0.981569], [5.385793, 0.353407, 1.536609], [8.807663, -0.814213, -1.853921], [4.852253, -3.399803, 7.273459], [4.252863, -2.248723, 6.540949], [5.360453, -1.422883, 5.887999], [4.967923, -0.642973, 4.608469], [4.257283, -1.470213, 3.523479], [3.082913, -2.367703, 4.139929], [3.448603, -2.944453, 5.453869], [2.410603, -3.790613, 5.907759], [1.892473, -1.375973, 4.270899], [2.893873, -3.467093, 3.089989], [3.378453, -1.362713, 7.422539], [4.215983, -3.750033, 8.086239], [5.669563, -3.011263, 7.881029], [5.455213, -4.159953, 6.776769], [5.831363, -0.656063, 6.503079], [6.184593, -2.100403, 5.664689], [5.817183, -0.204403, 4.084519], [4.327653, 0.227047, 4.754179], [4.942143, -2.141733, 3.005679], [3.831253, -0.774683, 2.800399], [1.236163, -1.301563, 3.403829], [1.143563, -1.776873, 4.953929], [2.134113, -0.410273, 4.714889], [2.836673, -3.032343, 2.092079], [3.730503, -4.161093, 3.009309], [1.950873, -4.003223, 3.196799], [2.743073, -1.965423, 8.071489], [2.629873, -0.693293, 6.998739], [4.011473, -0.806393, 8.113839], [2.905693, -4.508963, 6.308339], [-1.298627, 8.662587, 2.388229], [-1.127697, 7.078877, 2.519089], [-2.270627, 6.477447, 3.355499], [-3.610697, 6.458127, 2.624589], [-3.456267, 5.691717, 1.300149], [-2.261197, 6.173047, 0.329099], [-1.100077, 6.358627, 1.189759], [-0.001247, 6.671217, 0.413009], [-2.089677, 4.946347, -0.602051], [-2.581277, 7.487117, -0.461871], [0.110793, 6.714047, 3.369909], [-1.188747, 9.119717, 3.371629], [-2.331447, 8.961407, 2.209109], [-0.519657, 9.081967, 1.751499], [-1.999397, 5.576657, 3.906059], [-2.435017, 7.108497, 4.228919], [-4.061037, 7.441607, 2.490159], [-4.371087, 6.014077, 3.267029], [-4.453407, 5.759097, 0.865109], [-3.361877, 4.630327, 1.529569], [-1.897887, 4.024997, -0.052121], [-2.930367, 4.449287, -1.086061], [-1.248477, 5.011597, -1.292151], [-3.525337, 7.450717, -1.005491], [-2.722097, 8.345507, 0.194969], [-1.826637, 7.692237, -1.221171], [-0.054617, 6.943677, 4.422529], [0.966553, 7.232037, 2.936939], [0.341803, 5.653907, 3.265879], [0.544243, 5.949587, 0.734379], [-5.244147, -1.049913, -4.800261], [-4.311027, 0.092007, -4.683211], [-5.057917, 1.478887, -4.782651], [-5.781327, 1.875487, -3.498051], [-4.635457, 2.056497, -2.532011], [-3.889487, 0.729717, -2.191611], [-3.420327, 0.121047, -3.483691], [-2.675847, -1.074893, -3.383871], [-2.739837, 1.195287, -1.335341], [-4.760747, -0.159103, -1.277521], [-3.354237, 0.023587, -5.933331], [-5.938857, -1.123253, -3.963541], [-4.579667, -1.912003, -4.742111], [-5.796997, -1.006733, -5.738661], [-4.367207, 2.277577, -5.053071], [-5.713417, 1.458437, -5.653281], [-6.505137, 1.239647, -2.988251], [-6.255707, 2.800507, -3.825781], [-4.905037, 2.354837, -1.518881], [-3.892807, 2.767757, -2.893511], [-2.212817, 0.404967, -0.800801], [-2.124977, 1.817137, -1.986001], [-3.233257, 1.751397, -0.538231], [-4.858527, 0.419727, -0.359101], [-5.645007, -0.473773, -1.831751], [-4.240347, -1.090123, -1.052831], [-3.986217, -0.037143, -6.819341], [-2.841377, -0.936963, -5.982391], [-2.606067, 0.773697, -6.189611], [-3.285517, -1.644403, -2.908941], [-2.744957, -7.599313, -4.090261], [-3.363797, -6.236083, -3.882581], [-4.903217, -6.383723, -4.276491], [-5.817977, -6.816083, -3.167711], [-5.564717, -5.939313, -1.904651], [-4.100307, -5.944893, -1.389841], [-3.119747, -5.742683, -2.518591], [-1.811317, -5.780923, -2.149331], [-4.011037, -4.796023, -0.421451], [-3.846917, -7.342123, -0.718821], [-2.725517, -5.224193, -4.819461], [-1.660757, -7.604803, -3.978111], [-2.923907, -7.928323, -5.113901], [-3.233537, -8.339473, -3.456591], [-5.184997, -5.336193, -4.383161], [-5.057177, -6.969783, -5.182551], [-5.637997, -7.833603, -2.820791], [-6.865367, -6.871453, -3.464381], [-6.233037, -6.335063, -1.139901], [-6.016207, -4.953873, -2.019391], [-4.397917, -3.897023, -0.901271], [-4.698647, -5.009263, 0.396989], [-3.017757, -4.705253, 0.018139], [-2.845387, -7.285023, -0.292461], [-4.383077, -7.529413, 0.211529], [-4.177077, -8.234283, -1.250941], [-3.047217, -5.409063, -5.844371], [-1.660807, -5.400023, -4.972991], [-2.942177, -4.186383, -4.566271], [-1.563887, -4.856433, -2.073931], [0.845343, -0.464253, -1.568991], [1.239543, 0.396077, -1.425211], [0.633653, -0.478273, -2.502381], [1.139263, 2.512967, -1.651581], [0.445983, 2.507727, -2.311561], [1.879413, 2.938507, -2.084391], [1.644493, -0.136413, -4.300211], [2.259053, 0.591657, -4.208141], [2.199863, -0.902263, -4.446051], [3.109463, 2.950547, -3.577981], [3.893293, 3.463747, -3.381861], [2.869203, 3.209857, -4.467521], [-0.640387, 1.399007, -3.867311], [-1.423277, 0.940617, -3.562041], [-0.117137, 0.721377, -4.295411], [2.713373, 3.557017, 2.936689], [2.616733, 3.112377, 1.483439], [2.344833, 1.571547, 1.487739], [1.435653, 3.747677, 0.900729], [2.700533, 4.640537, 3.054709], [3.664393, 3.239617, 3.364379], [1.856233, 3.140027, 3.465399], [3.566723, 3.379807, 1.020709], [1.766863, 1.305397, 0.602749], [1.896703, 1.184887, 2.403039], [3.303033, 1.076597, 1.329689], [1.187833, 3.314757, 0.080499], [-1.117307, 4.382717, -6.006301], [0.164303, 4.436537, -5.299411], [-0.009357, 4.661737, -3.787881], [0.748143, 3.187847, -5.417271], [-1.516757, 5.396247, -6.042391], [-1.873437, 3.830857, -5.447911], [-0.940597, 4.074837, -7.036871], [0.761293, 5.193767, -5.807651], [-0.467127, 3.860007, -3.208421], [-0.549027, 5.586107, -3.581931], [0.961983, 4.601407, -3.297001], [0.264353, 2.743897, -4.716951], [1.448193, -3.759053, -0.268641], [-0.054707, -3.579773, -0.120081], [-0.428777, -2.893363, 1.171989], [-0.614367, -2.866313, -1.306121], [1.990993, -2.849373, -0.011831], [1.902603, -4.118683, -1.191831], [1.806613, -4.436393, 0.506499], [-0.622917, -4.502313, -0.239171], [0.193233, -2.010183, 1.317589], [-0.297287, -3.531333, 2.045949], [-1.506057, -2.728403, 1.152639], [-0.046627, -2.098213, -1.402541], [0.486033, -3.621003, -4.373281], [2.004773, -3.751433, -4.383211], [2.676193, -5.078193, -4.782261], [2.538003, -2.838553, -5.326851], [0.115633, -4.505533, -3.855101], [0.041883, -3.619733, -5.368681], [-0.041247, -2.769013, -3.944101], [2.376853, -3.447263, -3.404881], [2.114053, -5.524433, -5.602611], [2.576803, -5.831713, -4.000961], [3.732123, -5.053073, -5.051491], [1.811053, -2.559613, -5.888391]],
  "atomic_forces_ev_per_a": [[-0.190, 0.392, 0.272], [-0.230, -1.541, 0.776], [2.113, 1.066, 1.381], [-0.399, 1.315, -1.329], [0.085, -0.610, -0.561], [0.232, -0.028, 2.201], [0.690, -1.542, 2.067], [-0.048, 1.557, -1.844], [-1.536, -0.389, -0.188], [0.857, -0.975, -0.316], [0.198, 0.829, -0.495], [-0.061, -0.165, -0.703], [-0.336, 0.481, -0.211], [0.172, 0.219, 0.452], [-0.510, -0.211, -0.343], [-0.801, -0.149, -0.375], [-0.128, -0.193, -0.640], [-0.415, 0.124, 0.628], [0.409, 0.080, -0.371], [-1.130, 0.840, -0.060], [0.163, -0.293, 0.381], [0.579, -0.441, -0.257], [0.393, 0.190, -0.800], [-0.005, -0.670, -0.177], [-0.133, 0.461, 0.104], [-0.911, 0.448, -0.008], [0.744, -0.456, 0.712], [-0.245, -0.012, 0.049], [0.421, 0.062, -0.791], [-0.084, -0.241, 0.420], [0.899, -0.304, -0.454], [0.059, 1.914, 0.155], [0.554, -0.948, 0.529], [-1.216, -0.574, 0.595], [-0.200, 0.747, 1.142], [-1.686, -1.301, -1.566], [-1.632, -0.228, -1.443], [-0.497, -0.085, 1.095], [0.592, 0.646, 0.477], [0.758, 0.969, -0.070], [-1.160, -0.575, -0.615], [-0.442, -0.496, 0.534], [0.247, -0.380, -0.308], [0.340, 0.533, 0.089], [-0.298, -0.199, 0.351], [0.859, -0.159, -0.051], [0.119, 0.097, -0.534], [0.281, 0.025, 0.576], [0.838, -0.382, -0.297], [0.262, -0.536, -0.330], [-0.108, -0.436, 0.318], [0.017, 0.703, 0.094], [0.454, 0.153, -0.861], [0.485, 0.567, 0.130], [0.034, 0.090, 0.025], [-0.651, -0.353, 1.164], [0.090, 0.099, -0.151], [0.451, -0.511, -0.541], [0.653, 0.894, -0.036], [-0.062, 0.120, -0.142], [1.580, 0.402, 2.688], [-1.882, 0.121, -2.137], [0.396, 0.598, -1.607], [-0.402, -0.429, -1.055], [-0.334, -1.082, 1.839], [0.738, 1.740, -0.386], [1.653, 0.521, -1.705], [-0.021, 0.715, 0.488], [-1.179, -1.338, 0.546], [-0.842, 0.104, -0.201], [-0.387, -0.361, 1.411], [-0.350, -0.667, -0.449], [0.201, 0.593, 0.379], [-0.973, -0.169, -0.804], [-0.402, -0.273, 0.812], [0.015, -0.127, -0.393], [0.526, -0.057, 0.445], [-0.139, 0.005, 0.803], [0.205, 0.039, 0.067], [-0.198, -0.276, -0.091], [0.641, 0.457, -0.654], [0.197, -0.372, 0.469], [0.350, 0.050, -0.451], [-0.048, 0.426, 0.039], [0.023, -0.040, 0.558], [0.086, -0.254, 0.276], [0.053, -0.404, 0.065], [0.581, 0.126, -0.777], [0.043, 0.235, -0.046], [-0.083, -0.389, -0.057], [0.157, -1.271, 1.165], [-0.854, 0.152, -0.092], [-1.058, 1.368, 0.421], [0.576, -0.765, -0.065], [-0.370, 0.963, 0.145], [-2.311, -0.225, 0.841], [-1.277, -0.768, 1.726], [0.994, 0.311, 0.064], [0.993, -0.971, 0.220], [-0.577, -0.541, 0.054], [0.377, 0.257, -1.576], [0.585, -0.194, 0.333], [0.150, -0.156, -0.948], [-0.446, 0.046, -0.328], [-0.008, -0.710, -0.967], [0.265, 0.687, 0.067], [0.579, 0.406, -0.333], [0.011, -0.611, -0.033], [0.171, 0.120, -0.919], [0.542, -0.028, 0.032], [0.876, 0.269, 1.012], [-0.808, 1.429, -0.632], [-0.174, 0.344, -0.154], [-0.155, -0.514, -0.085], [0.443, -0.093, 0.079], [0.247, 0.052, 0.282], [0.116, 0.243, -0.145], [0.278, 0.234, 0.471], [-0.260, -0.141, 0.052], [1.021, -0.231, -0.630], [-0.083, -0.905, 0.735], [1.812, 3.051, -1.047], [-0.154, -1.754, -0.161], [1.001, 0.804, -0.412], [0.254, -0.571, 0.982], [-0.290, -0.547, -0.725], [-0.228, 1.495, -0.218], [-0.524, 0.331, 0.547], [0.033, -0.219, 0.079], [0.626, -0.237, -1.325], [-0.695, -1.015, -0.538], [-0.177, 0.108, -0.024], [-0.451, -0.553, -0.358], [0.100, -0.209, 0.077], [0.321, -0.024, 0.384], [-0.280, -0.413, 0.011], [-0.212, -0.387, -0.824], [-0.290, 0.278, 0.854], [-0.511, 0.560, -0.157], [-0.035, 0.097, -0.133], [0.384, -0.134, -0.506], [0.401, 0.131, 0.707], [0.448, 0.536, 0.011], [-0.779, -0.404, 0.015], [-0.527, 0.348, 0.636], [0.252, -0.012, 0.252], [-0.298, 0.196, -0.131], [0.163, -0.105, 0.410], [-0.182, 0.460, 0.910], [0.217, -0.886, 0.271], [0.205, -0.631, -0.561], [-0.299, -0.730, -0.088], [0.763, 1.571, 1.299], [0.626, -0.535, 1.585], [-0.882, -0.637, -0.861], [-0.359, -1.733, -1.136], [-4.012, 1.032, 0.029], [1.204, -0.524, 0.489], [-0.095, -0.370, 0.609], [-0.146, 0.952, 1.331], [0.260, -0.432, -1.282], [-0.059, -0.016, 0.426], [-0.059, 0.022, -0.192], [0.263, -0.036, 0.190], [-0.289, 0.144, -0.910], [0.388, 0.261, -0.077], [0.319, -0.339, -0.261], [-0.064, 0.566, -0.075], [0.369, -0.288, 0.461], [0.602, 0.481, -0.474], [0.539, 0.198, 0.002], [-0.021, -0.006, 0.189], [0.048, 0.355, -0.173], [0.500, -0.776, -0.837], [-0.714, 0.802, 0.250], [0.914, 0.224, -0.715], [-0.610, 0.091, -0.146], [0.218, 0.258, 0.756], [0.067, -0.070, 0.133], [0.331, 0.450, -0.031], [-0.199, -0.711, 0.516], [0.011, 0.548, 0.037], [0.161, 0.219, -0.470], [-0.047, -0.273, 0.889], [-0.394, -0.355, -0.270], [0.469, 0.080, -0.462], [-0.369, 0.165, -0.114], [0.203, 0.477, 0.132], [0.271, -0.733, -0.235], [0.247, -0.179, 0.300], [0.351, 0.069, 0.134], [-0.592, 0.086, -0.519], [0.266, 0.477, 0.164], [-0.888, -0.198, 0.011], [0.490, -0.410, -0.266], [-0.131, 0.431, -0.236], [-2.033, -0.875, 0.855], [1.241, 0.620, -0.930], [1.271, 0.613, 1.031], [-0.124, 0.115, -0.206], [-0.092, -0.358, 0.123], [0.199, 0.067, 0.236], [-0.187, -0.007, -0.737], [-0.262, -0.049, 0.178], [-0.174, 0.237, -0.089], [0.122, -0.291, 0.246], [0.049, -0.330, -0.427], [-1.599, 1.338, -0.551], [-0.321, 0.335, 1.291], [0.634, 0.840, 0.056], [1.685, -1.047, -0.259], [-0.192, 0.236, -0.194], [0.101, -0.581, -0.344], [-0.367, -0.359, 0.114], [0.482, 0.071, 0.413], [-0.991, -0.156, -0.860], [0.239, 0.049, 0.275], [0.323, 0.964, -0.170], [0.003, -1.230, -0.114], [0.673, -0.190, 0.881], [-0.535, 0.153, -2.047], [-0.234, -0.387, 0.070], [0.456, -0.771, 1.340], [-0.241, 0.468, -0.207], [-0.739, -0.063, -0.316], [-0.144, -0.330, 0.099], [0.465, -0.420, 0.529], [-0.397, 0.309, -0.018], [0.384, -0.252, -0.051], [0.062, 0.656, -0.062], [0.025, 0.617, -0.081], [-0.459, -1.387, -0.076], [0.769, 0.429, -0.212], [-1.582, -1.080, 0.586], [0.282, 1.538, -0.354], [-0.361, 0.018, 0.020], [0.333, -0.523, -0.482], [0.922, 0.299, 0.631], [0.095, 0.032, 0.170], [0.107, 0.131, -0.389], [0.019, 0.018, 0.343], [-0.169, 0.686, 0.077], [0.044, 0.056, -0.234]]
}